# 1
This record from the OMol25 dataset describes one molecule with the formula C21H25N3O4. The level of theory is the ωB97M-V functional and the def2-TZVPD basis.

Atoms and positions in Å:
C1 0.135 1.099 -0.072
H1 -0.433 1.960 -0.384
C2 -0.717 2.323 4.438
H2 2.153 -1.975 1.018
C3 1.886 0.128 1.246
H3 -1.458 2.828 5.052
H4 3.604 2.079 1.953
H5 -0.284 -0.685 4.944
O1 -3.379 -1.975 -5.931
N1 -1.681 0.837 -2.106
N2 1.561 1.355 4.500
O2 2.904 0.137 2.149
C4 -1.848 -1.622 -1.870
H6 4.168 1.128 3.344
C5 0.542 2.066 5.261
H7 0.874 -1.972 4.615
C6 0.569 -1.156 -5.045
C7 3.296 1.364 2.725
H8 0.994 -2.920 -6.184
C8 -2.110 -1.708 -5.594
C9 -0.419 -0.341 -4.532
C10 -2.857 0.204 -4.214
H9 -1.203 -2.174 -2.552
H10 -3.933 -1.211 -5.647
C11 -1.285 -0.262 -1.581
H11 -1.942 -2.184 -0.943
H12 -1.141 1.394 4.065
C12 0.547 -1.257 -0.202
C13 1.784 -0.037 4.827
H13 2.697 -0.381 4.346
H14 -3.347 1.613 -2.873
H15 -0.474 2.960 3.593
C14 -1.765 -0.625 -4.761
H16 -0.148 0.533 -3.960
H17 0.341 -2.233 -0.612
O3 -3.939 0.328 -4.794
H18 0.437 -0.837 3.336
C15 1.572 -1.122 0.706
N3 -2.669 0.879 -3.052
H19 -2.832 -1.537 -2.330
H20 1.607 -0.924 -4.861
C16 0.223 -2.271 -5.796
H21 0.310 1.475 6.149
H22 1.923 -0.111 5.913
H23 1.373 2.222 1.240
H24 -1.385 -3.383 -6.687
C17 1.157 1.244 0.844
O4 2.062 3.270 3.438
H25 0.963 3.027 5.570
C18 -0.198 -0.146 -0.607
C19 2.241 2.074 3.588
C20 -1.100 -2.542 -6.075
C21 0.625 -0.936 4.403

energy above the lowest of the compared OMol25 structures with the same formula, charge and spin: 267.1 kJ/mol
HOMO-LUMO gap: 8.6 eV
structure (SMILES): CCN(CC)C(=O)COc1ccc(/C(C)=N/NC(=O)c2ccccc2O)cc1
E_tot: -34843.0375 eV
M: 383.45 Da
largest force on an atom: 1.0 eV Å⁻¹



# 2
This record from the OMol25 dataset describes an isolated ion of composition C3H9IN3 and charge +1. The level of theory is the ωB97M-V functional and the def2-TZVPD basis.

Atoms and positions in Å:
N1 -1.135 2.187 0.514
C1 0.325 0.342 0.263
H1 -1.931 -1.107 -0.267
H2 -1.870 2.643 0.081
I1 3.319 -0.126 0.052
N2 0.090 -1.063 -0.263
H3 0.445 0.096 1.326
H4 -1.296 -1.133 1.311
H5 -1.272 -2.603 0.272
H6 1.632 1.936 -0.097
C2 1.580 0.878 -0.486
H7 -0.057 -1.113 -1.317
C3 -1.164 -1.530 0.307
H8 0.917 -1.611 -0.080
N3 -0.770 1.213 -0.197
H9 1.188 0.991 -1.418

energy above the lowest of the compared OMol25 structures with the same formula, charge and spin: 209.8 kJ/mol
charge: +1
HOMO-LUMO gap: 9.4 eV
structure (SMILES): [H]/N=N/[C@H](CI)[NH2+]C
E_tot: -15818.8302 eV
M: 214.03 Da
largest force on an atom: 5.4 eV Å⁻¹



# 3
This record from the OMol25 dataset describes a 10-piece molecular cluster, C31H58Cl18F3N2O5PS overall. The level of theory is the ωB97M-V functional and the def2-TZVPD basis.

Atoms and positions in Å:
H1 -0.750 -1.736 0.380
H2 6.355 6.648 1.230
S1 2.429 2.630 0.935
H3 5.593 -9.974 0.524
O1 -3.314 0.884 3.173
O2 2.075 4.106 1.330
C1 -4.421 -10.901 -0.414
C2 5.567 -0.322 0.681
F1 -2.893 1.768 -5.165
H4 -0.802 2.105 1.852
Cl1 5.524 -11.031 3.232
H5 1.848 -8.542 0.758
Cl2 -3.361 -10.474 -2.908
H6 -2.509 3.971 -0.418
Cl3 11.252 1.252 1.761
H7 -0.745 2.045 -1.429
H8 -7.033 6.047 -4.558
O3 3.973 2.658 0.613
H9 5.078 5.647 0.518
H10 5.048 -0.675 1.577
Cl4 -0.238 -9.606 0.652
H11 -8.490 3.245 0.506
H12 1.324 1.513 2.598
C3 -0.703 6.752 -2.664
C4 0.642 -7.549 2.240
Cl5 7.916 -1.007 1.924
Cl6 -1.516 6.948 -1.092
H13 7.521 0.441 0.100
H14 -1.842 -5.247 0.508
H15 -4.010 1.871 -0.737
H16 1.909 2.485 -1.492
P1 -2.809 -3.254 0.202
H17 -4.845 4.950 -4.546
H18 0.747 -8.283 3.046
C5 -2.679 -0.394 -0.257
F2 -1.006 2.914 -3.839
H19 -5.986 3.876 -3.720
Cl7 12.214 0.546 4.966
C6 -7.763 3.773 -0.118
H20 -2.398 -11.458 -0.989
C7 -2.715 0.323 2.120
O4 -2.605 3.993 1.813
C8 4.332 7.205 1.805
H21 0.610 -7.481 0.065
H22 -0.131 0.545 1.034
H23 3.344 7.325 1.351
H24 4.681 -12.198 1.381
C9 -1.652 1.653 -4.312
H25 -0.964 -1.629 -2.783
C10 4.422 -11.243 1.848
Cl8 -3.003 6.612 -4.153
C11 -1.463 7.431 -3.792
C12 10.288 1.469 3.242
H26 -5.410 -10.781 -0.868
H27 9.557 2.255 3.031
H28 -0.273 -0.117 -1.856
C13 -0.840 1.484 0.834
H29 -8.116 5.767 0.615
C14 -7.286 5.058 0.541
H30 -4.187 4.234 0.400
Cl9 -6.419 2.657 -0.466
C15 -0.184 2.291 -0.432
C16 -3.594 2.033 0.370
C17 6.963 0.186 1.006
H31 -8.239 4.002 -1.077
N1 -1.760 -4.455 -0.175
H32 -3.609 -3.639 1.367
Cl10 4.823 8.778 2.482
H33 6.897 1.084 1.628
C18 -5.484 4.847 -3.664
H34 -0.256 3.452 -0.166
H35 -4.536 1.851 1.078
C19 4.553 -10.119 0.832
C20 -3.407 -11.438 -1.411
H36 -3.243 -1.324 -2.261
N2 -2.127 -1.099 2.016
Cl11 5.594 -1.651 -0.503
H37 -6.483 5.531 -0.032
H38 -1.681 8.478 -3.559
H39 -3.738 -3.096 -0.910
H40 -2.788 -1.849 2.352
H41 1.596 0.810 -0.569
C21 -3.173 3.611 0.506
H42 4.973 0.484 0.239
C22 -1.895 -1.575 0.567
H43 3.964 -10.353 -0.059
H44 1.398 -6.772 2.387
H45 4.238 6.514 2.648
H46 -3.184 4.694 2.239
Cl12 5.392 7.632 -0.689
H47 0.291 7.199 -2.564
C23 -2.643 -0.359 -1.895
Cl13 3.941 -8.569 1.462
H48 -3.837 -0.586 -0.042
H49 -0.868 7.404 -4.710
H50 -5.987 6.953 -3.452
Cl14 -4.407 4.832 -2.246
H51 -3.676 -12.458 -1.701
C24 11.147 1.869 4.432
H52 9.743 0.540 3.433
H53 -3.272 0.560 -2.318
H54 -4.516 -11.592 0.429
F3 -0.582 -0.472 -5.209
Cl15 -3.930 -9.328 0.263
H55 10.508 2.123 5.283
C25 -1.149 -0.471 -2.563
O5 2.286 1.690 2.370
H56 3.401 -11.320 2.235
C26 0.819 -8.189 0.873
Cl16 -7.694 5.771 -2.325
Cl17 -0.946 -6.762 2.414
C27 -6.484 5.992 -3.613
C28 -2.377 0.962 0.611
C29 1.448 1.971 -0.519
C30 5.346 6.668 0.808
Cl18 -6.696 4.783 2.199
C31 -1.144 0.277 -4.031
H57 11.771 2.738 4.205
H58 -0.576 5.681 -2.850

energy above the lowest of the compared OMol25 structures with the same formula, charge and spin: 585.2 kJ/mol
HOMO-LUMO gap: 6.7 eV
structure (SMILES): N=[PH2][C@@H]1NC(=O)[C@@](CCO)(CCCS(=O)(=O)O)[C@H]1CCC(F)=C(F)F.ClCCCl.ClCCCl.ClCCCl.ClCCCl.ClCCCl.ClCCCl.ClCCCl.ClCCCl.ClCCCl
E_tot: -299972.7389 eV
M: 1297.00 Da
largest force on an atom: 8.7 eV Å⁻¹



# 4
This record from the OMol25 dataset describes one molecule with the formula C2H3NO2. The level of theory is the ωB97M-V functional and the def2-TZVPD basis.

Atoms and positions in Å:
C1 -0.264 0.975 0.241
C2 -0.150 -1.142 -0.006
N1 0.633 0.410 -0.493
H1 0.485 -1.440 0.836
O1 -0.669 -1.818 -0.828
O2 -1.072 0.100 0.714
H2 -0.363 2.033 0.489
H3 1.400 0.882 -0.952

energy above the lowest of the compared OMol25 structures with the same formula, charge and spin: 175.2 kJ/mol
HOMO-LUMO gap: 11.0 eV
E_tot: -7706.0271 eV
M: 73.05 Da
largest force on an atom: 0.7 eV Å⁻¹



# 5
This record from the OMol25 dataset describes an isolated ion of composition C5H10BrClNO and charge +1. The level of theory is the ωB97M-V functional and the def2-TZVPD basis.

Atoms and positions in Å:
H1 1.455 -0.756 -1.389
Cl1 -1.055 -1.975 -0.869
H2 0.805 1.532 0.545
N1 -0.599 0.969 -0.916
C1 -0.405 -1.496 0.753
H3 1.353 -0.759 1.671
H4 -0.789 -0.070 -1.158
H5 1.652 -2.123 0.600
C2 1.089 -1.195 0.706
O1 -2.679 1.597 -0.441
H6 -0.787 1.486 -1.788
H7 -0.985 -0.629 1.088
Br1 3.461 0.132 -0.181
H8 1.350 1.771 -1.120
H9 -3.384 1.818 0.192
C3 -1.561 1.283 0.130
C4 0.814 1.091 -0.456
C5 1.529 -0.258 -0.418
H10 -0.594 -2.338 1.419

charge: +1
HOMO-LUMO gap: 9.3 eV
E_tot: -91440.7667 eV
M: 215.50 Da
largest force on an atom: 1.9 eV Å⁻¹



# 6
This record from the OMol25 dataset describes a 2-piece molecular cluster, C10H19F4N3O3 overall. The level of theory is the ωB97M-V functional and the def2-TZVPD basis.

Atoms and positions in Å:
H1 3.907 1.350 -2.148
H2 0.508 0.274 2.353
F1 -5.265 2.029 -0.402
F2 -3.910 2.402 1.386
F3 0.542 0.559 4.208
H3 -1.907 -1.677 -0.673
C1 -4.568 1.408 0.633
C2 0.357 -2.540 -0.090
N1 -0.023 -0.350 1.702
H4 1.036 -2.005 2.587
C3 -3.496 0.390 0.061
C4 0.023 -1.778 2.125
O1 -2.299 1.085 -0.333
H5 -0.070 -3.287 -0.848
O2 -0.388 -2.707 1.116
H6 -0.734 -1.882 2.977
H7 -3.210 -0.294 0.937
H8 1.450 -2.811 0.042
H9 3.491 2.238 0.491
C5 -1.196 -1.022 -1.270
C6 4.026 1.282 0.160
H10 -1.154 -1.499 -2.315
N2 0.171 -1.176 -0.691
C7 3.421 0.844 -1.260
H11 -2.390 0.537 -2.384
H12 -0.808 1.166 -1.764
H13 3.751 0.439 0.884
H14 -3.879 -0.290 -0.759
H15 1.618 2.275 -1.435
C8 1.852 1.176 -1.221
O3 3.530 -0.609 -1.296
H16 5.148 1.416 0.088
C9 0.469 -0.195 0.347
N3 1.221 0.868 0.097
F4 -5.404 0.704 1.516
H17 1.381 0.582 -2.078
H18 1.397 1.544 0.852
H19 3.081 -0.921 -2.111
C10 -1.679 0.475 -1.485

HOMO-LUMO gap: 7.4 eV
E_tot: -32156.8479 eV
M: 305.27 Da
largest force on an atom: 5.6 eV Å⁻¹